Entry from the OMol25 dataset: a molecular structure, C31H43AuCl2N2P in a non-equilibrium geometry (the ωB97M-V functional and the def2-TZVPD basis).

Output
Spin multiplicity: 3
HOMO (spin up / spin down) in eV: -3.72 / -5.36
<S²>: 2.046
Net charge: -1

Element x y z (Å)
P 0.113 -0.986 -1.177
C 1.682 -0.342 -2.035
C 1.937 -0.708 -3.502
C 3.345 -0.270 -3.916
C 3.628 1.208 -3.625
C 3.257 1.621 -2.198
C 1.850 1.163 -1.792
C -1.319 -0.107 -2.047
C -1.223 0.077 -3.558
C -2.537 0.652 -4.098
C -2.943 1.948 -3.390
C -2.899 1.850 -1.862
C -1.606 1.219 -1.333
C -0.038 -2.659 -1.996
C 1.169 -3.522 -1.589
C 1.071 -4.943 -2.156
C -0.267 -5.623 -1.844
C -1.473 -4.748 -2.198
C -1.378 -3.322 -1.636
H 2.446 -0.856 -1.420
H 1.201 -0.219 -4.151
H 1.829 -1.788 -3.668
H 3.486 -0.477 -4.984
H 4.072 -0.886 -3.371
H 4.691 1.409 -3.795
H 3.073 1.831 -4.338
H 3.973 1.178 -1.493
H 3.328 2.709 -2.089
H 1.687 1.385 -0.727
H 1.103 1.723 -2.377
H -2.167 -0.780 -1.836
H -3.328 -0.098 -3.966
H -0.998 -0.873 -4.066
H -0.407 0.776 -3.791
H -2.436 0.827 -5.175
H -3.952 2.230 -3.707
H -2.275 2.756 -3.716
H -3.020 2.845 -1.420
H -3.744 1.241 -1.514
H -1.697 1.029 -0.252
H -0.766 1.914 -1.479
H -0.019 -2.501 -3.090
H 2.110 -3.068 -1.930
H 1.222 -3.562 -0.491
H 1.206 -4.900 -3.245
H 1.897 -5.541 -1.756
H -0.304 -5.869 -0.775
H -0.332 -6.570 -2.389
H -2.395 -5.212 -1.834
H -1.558 -4.683 -3.291
H -2.217 -2.738 -2.038
H -1.499 -3.327 -0.542
Au -0.063 0.113 2.259
Cl -2.189 -0.710 1.767
Cl 2.225 0.182 1.938
C -0.604 1.614 3.478
H -1.111 1.311 4.405
C -0.479 2.999 3.208
C -1.140 3.995 4.013
C -1.269 5.288 3.535
C -0.726 5.637 2.286
C 0.032 4.710 1.552
C 0.220 3.427 2.038
H -1.553 3.695 4.978
H -1.803 6.041 4.122
H 0.475 4.994 0.594
H 0.868 2.694 1.553
H -0.878 6.641 1.891
N -0.096 0.281 10.653
C -0.024 0.056 9.507
C 0.068 -0.243 8.089
C -1.034 -0.755 7.398
C -0.909 -1.005 6.019
N 0.212 -0.745 5.356
C 1.289 -0.321 6.007
C 1.261 -0.040 7.387
H -1.977 -0.962 7.897
H -1.730 -1.428 5.437
H 2.199 -0.207 5.415
H 2.156 0.324 7.885



Entry from the OMol25 dataset: 8 unconnected molecules or ions with the total composition C31H43ClN10O3 in a non-equilibrium geometry (the ωB97M-V functional and the def2-TZVPD basis).

Output
SMILES string: NC(N)(N)COC(=O)OCl.c1cc[nH]c1.c1cc[nH]c1.c1cc[nH]c1.c1cc[nH]c1.c1cc[nH]c1.c1cc[nH]c1.c1cc[nH]c1
HOMO in eV: -8.18
Net charge: 0

Element x y z (Å)
N 2.734 7.674 4.966
C 1.871 8.609 4.259
N 0.823 8.959 5.221
N 2.506 9.880 3.917
C 1.248 8.006 2.968
O 1.437 6.595 2.819
C 2.589 6.282 2.299
O 3.437 7.009 1.975
O 2.806 4.929 2.121
Cl 1.723 3.938 2.995
H 3.516 7.392 4.381
H 3.166 8.198 5.719
H 0.488 8.093 5.628
H 0.071 9.452 4.759
H 2.981 10.203 4.752
H 3.189 9.738 3.181
H 1.609 8.576 2.114
H 0.179 8.159 2.981
C 1.981 1.578 -2.015
C 0.846 1.016 -1.370
C 0.714 1.641 -0.158
N 1.727 2.554 -0.045
C 2.500 2.525 -1.173
H 2.373 1.316 -2.984
H 0.200 0.243 -1.751
H -0.008 1.512 0.630
H 1.880 3.155 0.747
H 3.351 3.177 -1.277
C -3.148 2.412 1.613
C -3.860 2.395 2.843
C -3.174 3.189 3.722
N -2.074 3.680 3.074
C -2.053 3.215 1.787
H -3.411 1.894 0.705
H -4.772 1.862 3.055
H -3.372 3.445 4.749
H -1.387 4.290 3.479
H -1.264 3.495 1.109
C 4.063 -1.083 -5.894
C 4.763 0.002 -6.482
C 3.969 1.112 -6.368
N 2.814 0.741 -5.738
C 2.865 -0.599 -5.441
H 4.401 -2.102 -5.810
H 5.739 -0.029 -6.936
H 4.125 2.131 -6.680
H 2.048 1.356 -5.525
H 2.049 -1.088 -4.933
C -1.756 -0.233 -8.210
C -0.773 -0.092 -9.225
C 0.454 -0.177 -8.620
N 0.250 -0.361 -7.282
C -1.093 -0.401 -7.023
H -2.826 -0.215 -8.338
H -0.947 0.055 -10.278
H 1.450 -0.123 -9.025
H 0.982 -0.453 -6.594
H -1.461 -0.543 -6.021
C -1.566 -4.493 -1.703
C -2.333 -3.634 -0.871
C -2.182 -2.360 -1.350
N -1.351 -2.416 -2.437
C -0.975 -3.714 -2.660
H -1.462 -5.561 -1.607
H -2.928 -3.918 -0.019
H -2.591 -1.422 -1.014
H -1.062 -1.628 -2.985
H -0.321 -3.968 -3.476
C -0.795 -7.945 2.096
C -0.363 -8.464 0.847
C -1.327 -8.162 -0.077
N -2.328 -7.484 0.565
C -2.007 -7.345 1.888
H -0.276 -8.004 3.038
H 0.552 -8.997 0.650
H -1.389 -8.371 -1.132
H -3.166 -7.142 0.132
H -2.669 -6.832 2.565
C -2.225 -8.763 6.750
C -1.727 -7.604 7.402
C -2.163 -6.518 6.692
N -2.902 -6.976 5.634
C -2.947 -8.344 5.665
H -2.071 -9.788 7.044
H -1.120 -7.571 8.290
H -2.012 -5.463 6.846
H -3.342 -6.398 4.943
H -3.486 -8.897 4.915



Entry from the OMol25 dataset: a molecular structure, C31H43HfN2O in a non-equilibrium geometry (the ωB97M-V functional and the def2-TZVPD basis).

Output
HOMO in eV: -10.19
Net charge: +1

Element x y z (Å)
C 0.688 -3.020 -0.802
C 1.539 -2.163 -1.582
C 0.937 -1.997 -2.868
C -0.327 -2.669 -2.864
C -0.474 -3.320 -1.591
Hf -0.505 -0.942 -1.130
C -3.346 0.742 -1.967
C -2.890 0.129 -0.812
H -2.790 0.744 0.097
C -2.640 -1.322 -0.705
H -3.140 -1.958 -1.447
H -2.786 -1.736 0.305
C -3.356 2.224 -2.116
H -2.915 2.734 -1.253
H -2.782 2.523 -3.006
H -4.373 2.620 -2.262
C -3.876 -0.015 -3.142
H -3.824 -1.106 -3.037
H -4.935 0.225 -3.342
H -3.320 0.251 -4.056
C 2.887 -1.664 -1.180
H 2.920 -1.422 -0.110
H 3.671 -2.411 -1.375
H 3.153 -0.756 -1.737
C 1.617 -1.373 -4.036
H 1.921 -0.340 -3.815
H 2.527 -1.927 -4.313
H 0.966 -1.346 -4.915
C -1.222 -2.885 -4.038
H -1.189 -2.041 -4.735
H -0.934 -3.782 -4.607
H -2.266 -3.013 -3.729
C -1.491 -4.361 -1.263
H -2.440 -4.182 -1.781
H -1.137 -5.360 -1.568
H -1.699 -4.400 -0.188
C 1.097 -3.716 0.450
H 0.250 -4.228 0.917
H 1.867 -4.474 0.238
H 1.518 -3.020 1.184
C -0.370 0.785 -2.598
C -0.003 1.998 -2.017
C -0.623 0.775 -3.985
C 0.370 3.100 -2.809
H 0.048 2.074 -0.921
C -0.299 1.884 -4.783
H -1.071 -0.096 -4.470
C 0.252 3.032 -4.200
H 0.766 3.994 -2.329
H -0.475 1.849 -5.863
H 0.584 3.866 -4.823
C 3.142 4.063 5.589
C 1.762 3.768 5.065
N 1.582 2.411 4.533
C 2.227 1.346 5.324
C 1.671 1.273 6.737
C 1.185 2.273 3.213
O 1.204 3.204 2.404
C 0.593 0.944 2.810
C -0.180 0.220 3.728
C -0.730 -0.983 3.305
C -0.665 -1.332 1.957
N -0.059 -0.531 1.018
C 0.649 0.565 1.469
H 3.385 3.502 6.496
H 3.196 5.127 5.827
H 3.902 3.848 4.830
H 1.028 3.876 5.871
H 1.502 4.469 4.266
H 2.094 0.381 4.820
H 3.305 1.571 5.360
H 0.577 1.198 6.727
H 2.058 0.365 7.213
H 1.955 2.131 7.357
H -0.329 0.598 4.741
H -1.231 -1.657 3.998
H -1.138 -2.256 1.597
H 1.236 1.122 0.724